The following is a DFT calculation (the ωB97M-V functional and the def2-TZVPD basis) of a molecular structure, C23H41AuBBrN7SbSi3.

Calculated values
2S+1: 3
Net charge: +2
E_HOMO (alpha / beta) in eV: -13.41 / -14.12
Total energy in Ha: -5127.186884
ΔE to the lowest compared entry with this formula, charge and spin in kJ/mol: 0.0
HOMO-LUMO gap (alpha / beta) in eV: 8.1 / 5.7
<S²>: 2.010
Largest force on an atom in eV/A: 0.40

The geometry in XYZ format:
```
78
Properties=species:S:1:pos:R:3:forces:R:3:lowdin_charge:R:1
Au -0.159131 1.658492 -0.588431 0.0 0.0 0.0 1.038
Sb 0.123243 -1.502747 -0.330600 0.1 0.0 0.2 1.028
Br -5.434989 -0.270218 -2.176647 -0.1 -0.2 -0.1 0.856
Si 2.430899 -2.345192 0.522111 0.0 0.2 0.1 0.310
Si -0.270075 -2.350470 -2.728831 0.1 0.1 0.0 0.292
Si -1.554730 -2.518704 1.351923 -0.1 0.0 -0.1 0.296
N 0.108102 4.033051 -0.556699 0.0 0.4 0.0 -0.047
N 2.571967 2.542811 0.165543 -0.1 -0.1 0.0 -0.012
N 0.933733 2.473998 2.096648 -0.2 -0.1 -0.1 -0.012
N 1.919827 1.734845 -0.699135 0.0 -0.1 0.0 -0.114
N 0.938589 4.429705 0.440009 0.1 -0.3 0.0 -0.041
N -2.270616 1.794393 -0.636319 -0.1 0.0 0.2 -0.086
N -0.030589 1.670643 1.593554 0.2 0.1 0.1 -0.055
C 0.100502 6.274667 -0.446314 0.0 0.0 0.0 -0.035
C 2.574731 -1.621559 2.215566 0.0 0.1 0.2 -0.206
C -2.844047 2.824433 0.010199 0.1 -0.1 0.0 -0.109
C -4.214622 2.979984 0.043511 0.0 0.0 0.0 -0.006
C 2.795463 1.313840 -1.612723 0.0 0.0 0.0 -0.134
C 2.310890 -4.187182 0.533700 -0.1 -0.3 0.0 -0.198
C -3.102538 -1.512255 1.262353 -0.3 0.2 0.0 -0.215
C -1.938352 -1.831082 -3.299509 -0.4 0.0 -0.2 -0.226
C 3.857119 2.618657 -0.204521 0.0 0.1 0.1 -0.030
C 0.952972 5.773322 0.513786 0.0 0.0 0.1 -0.052
C -1.881023 -4.243368 0.774342 -0.1 -0.3 -0.1 -0.209
C -0.116946 -4.171020 -2.536456 0.0 -0.4 -0.1 -0.194
C -0.677505 1.107375 2.613464 -0.1 0.0 0.0 -0.140
C -4.415433 1.007326 -1.274162 0.0 0.0 0.0 -0.668
C -5.020361 2.062442 -0.611438 0.0 0.1 0.1 -0.055
C 4.047425 1.850415 -1.337369 0.0 -0.1 0.0 -0.029
C -0.133445 1.553203 3.812147 0.0 0.0 0.0 -0.020
C 1.083568 -1.571630 -3.704988 0.2 0.0 -0.3 -0.217
C -0.802351 -2.506985 3.035991 0.2 0.0 0.3 -0.207
C 0.879062 2.416325 3.434516 0.1 0.1 0.0 -0.036
C -3.040207 0.892006 -1.259473 0.1 0.2 0.0 -0.188
C -0.394574 5.142327 -1.096129 -0.1 -0.1 0.0 -0.141
C 3.813095 -1.787497 -0.554938 0.2 0.1 -0.2 -0.199
B 1.809296 3.409915 1.208785 0.1 0.2 -0.1 -0.491
H -2.722940 -2.109457 -2.591589 0.0 0.1 0.0 0.021
H -0.842392 -4.567924 -1.827924 0.0 -0.1 0.0 0.020
H 1.557066 3.008196 4.028493 0.0 0.0 0.0 0.139
H -2.161977 -2.344106 -4.241331 0.0 0.0 0.0 0.062
H 2.597377 3.990468 1.895580 -0.1 -0.1 0.0 0.128
H 1.570935 6.275556 1.241620 0.0 0.0 0.0 0.133
H 1.001816 -1.840840 -4.763123 0.0 0.0 0.1 0.058
H -1.083557 5.078814 -1.925212 0.0 0.0 0.0 0.114
H 3.152725 -4.557397 1.129832 0.0 0.0 0.0 0.059
H -0.972704 -4.835806 0.655645 0.0 0.0 0.0 0.027
H -0.128039 -3.356846 3.157781 0.0 0.0 0.0 0.044
H -2.175604 3.521905 0.494820 0.0 0.0 0.0 0.106
H 1.396199 -4.568975 0.988475 0.0 0.0 0.0 0.023
H -1.609576 -2.624080 3.766413 0.0 0.0 0.0 0.057
H 4.547610 3.224982 0.359607 0.0 0.0 0.0 0.141
H 4.682491 -2.403338 -0.299287 0.0 0.0 0.0 0.059
H -1.987777 -0.759041 -3.500170 0.0 -0.1 -0.1 0.031
H -2.442859 -4.266615 -0.160768 0.0 0.0 0.0 0.036
H -0.316556 -4.636979 -3.508735 0.0 0.0 0.1 0.061
H -0.254258 -1.596941 3.279015 -0.1 0.0 0.0 0.009
H -0.439272 1.296259 4.811997 0.0 0.0 0.0 0.115
H 2.413432 -4.609859 -0.465990 0.0 0.0 0.0 0.033
H 4.071252 -0.746994 -0.366939 0.0 0.0 0.0 0.019
H 1.893253 -2.093697 2.922202 0.0 0.0 0.0 0.016
H -2.495648 -4.735672 1.536526 0.0 0.0 0.0 0.059
H -3.619911 -1.669167 0.312885 0.0 0.0 0.0 0.026
H -2.929639 -0.441907 1.387551 -0.1 0.0 -0.1 0.003
H 1.017941 -0.484456 -3.640752 0.1 0.0 -0.1 0.020
H -1.496952 0.429215 2.438224 0.1 0.1 0.0 0.081
H 2.376784 -0.545888 2.209191 0.0 0.0 0.0 0.026
H 4.962452 1.700323 -1.883820 0.0 0.0 0.0 0.117
H -6.097644 2.162520 -0.608472 0.0 0.0 0.0 0.126
H 3.593974 -1.770599 2.586436 0.0 0.0 0.0 0.056
H 0.882235 -4.471228 -2.225068 0.0 0.0 0.0 0.029
H -0.109789 7.308205 -0.660927 0.0 0.0 0.0 0.108
H 2.064461 -1.899453 -3.358888 0.0 0.1 0.0 0.026
H 3.625794 -1.917385 -1.621101 0.0 0.0 0.0 0.025
H -4.642351 3.818638 0.574800 0.0 0.0 0.0 0.130
H 2.489008 0.652472 -2.405930 0.0 0.0 0.0 0.095
H -2.538987 0.075493 -1.757863 0.0 0.0 0.1 0.054
H -3.777288 -1.832637 2.063334 0.0 0.0 -0.1 0.060
```
Forces are in eV/Å.